Record 1
60
Properties=species:S:1:pos:R:3 method="wB97M-V/def2-TZVPD" e_lumo_ev="-5.9894 / -10.6417" de_lowest_ev=0.000 multiplicity=5 energy_ha=-1572.68578 charge=+2 homo_lumo_gap_ev="4.6 / 3.5" max_force_ha_per_bohr=0.2347
C -1.254 -1.377 0.432
C -0.457 -2.084 -0.521
C 0.886 -2.095 -0.055
H -0.809 -2.555 -1.432
C 0.920 -1.401 1.189
C -0.400 -0.956 1.492
H -0.708 -0.415 2.383
H -2.324 -1.219 0.360
H 1.717 -2.577 -0.559
H 1.792 -1.283 1.819
Os 0.223 -0.185 -0.322
C 0.625 2.814 -5.798
H 1.475 2.908 -5.111
H 0.830 2.029 -6.538
H -0.286 2.567 -5.239
Si -0.114 0.606 -2.552
C -1.963 0.569 -2.934
C -2.775 -0.558 -2.713
H -2.371 -1.449 -2.221
C -4.103 -0.570 -3.157
H -4.715 -1.455 -2.977
C -4.624 0.533 -3.842
H -5.642 0.504 -4.230
C -3.838 1.677 -4.014
H -4.237 2.546 -4.541
C -2.530 1.717 -3.514
H -1.925 2.626 -3.600
C 0.796 -0.591 -3.676
C 0.117 -1.257 -4.709
H -0.915 -0.982 -4.949
C 0.762 -2.283 -5.411
H 0.227 -2.805 -6.206
C 2.076 -2.642 -5.089
H 2.569 -3.453 -5.628
C 2.758 -1.965 -4.070
H 3.779 -2.247 -3.803
C 2.133 -0.920 -3.383
H 2.680 -0.364 -2.613
H 0.382 1.999 -2.774
H 0.476 3.772 -6.318
C 4.116 1.623 1.051
C 3.816 2.964 1.286
C 2.510 3.394 1.082
C 1.542 2.476 0.648
N 1.871 1.193 0.342
C 3.136 0.772 0.549
C 0.107 2.798 0.538
C -0.423 4.086 0.680
C -1.785 4.298 0.514
C -2.607 3.191 0.313
C -2.047 1.924 0.260
N -0.714 1.747 0.270
H 5.102 1.203 1.254
H 4.577 3.655 1.630
H 2.203 4.418 1.261
H 3.362 -0.270 0.304
H 0.275 4.883 0.908
H -2.194 5.303 0.553
H -3.683 3.280 0.199
H -2.659 1.029 0.160

=====

Record 2
69
Properties=species:S:1:pos:R:3 method="wB97M-V/def2-TZVPD" e_lumo_ev=4.1092 de_lowest_ev=1.112 multiplicity=1 energy_ha=-2216.97188 charge=-2 homo_lumo_gap_ev=5.2 max_force_ha_per_bohr=0.0242
Pt -0.861 0.308 -0.181
O -2.790 -2.462 1.961
C -2.622 -1.407 1.376
O -1.725 -1.352 0.404
C -3.515 -0.139 1.732
O -4.516 -0.391 2.416
O -3.136 0.972 1.286
O 2.814 -0.066 0.027
C 2.147 -0.065 1.051
N 2.753 -0.064 2.314
C 1.767 -0.316 3.341
C 0.466 -0.180 2.496
O -0.634 -0.178 2.998
N 0.789 -0.057 1.180
C 1.887 -1.712 3.959
C 3.147 -2.195 4.305
C 3.295 -3.437 4.903
C 2.177 -4.214 5.171
C 0.919 -3.736 4.836
C 0.768 -2.492 4.237
C 1.816 0.716 4.465
C 0.747 0.858 5.348
C 0.845 1.719 6.430
C 2.007 2.445 6.655
C 3.063 2.329 5.764
C 2.964 1.472 4.674
H 3.669 -0.480 2.345
H 4.030 -1.593 4.122
H 4.285 -3.796 5.159
H 2.288 -5.189 5.630
H 0.038 -4.336 5.028
H -0.218 -2.138 3.964
H -0.167 0.311 5.158
H 0.001 1.824 7.101
H 2.087 3.099 7.516
H 3.968 2.907 5.912
H 3.777 1.406 3.963
Te -2.787 0.977 -1.726
C -1.811 0.862 -3.610
C -0.495 0.408 -3.748
C 0.103 0.311 -4.997
C -0.593 0.663 -6.148
C -1.898 1.126 -6.026
C -2.492 1.226 -4.776
H 0.059 0.134 -2.857
H 1.125 -0.046 -5.070
H -0.128 0.576 -7.124
H -2.459 1.407 -6.912
H -3.511 1.594 -4.702
C 0.827 4.861 0.957
N 0.536 3.442 0.837
C -0.758 3.102 1.430
C 0.998 2.767 -0.265
O 0.355 1.951 -0.931
N 2.282 3.092 -0.668
C 2.722 2.446 -1.901
C 3.337 3.167 0.335
H 0.005 5.450 0.533
H 1.742 5.127 0.439
H 0.924 5.130 2.012
H -0.706 3.292 2.504
H -1.021 2.056 1.285
H -1.564 3.698 0.991
H 1.919 2.468 -2.633
H 3.000 1.406 -1.718
H 3.579 3.003 -2.287
H 2.929 3.429 1.307
H 4.075 3.922 0.044
H 3.831 2.195 0.425

=====

Record 3
71
Properties=species:S:1:pos:R:3 method="wB97M-V/def2-TZVPD" e_lumo_ev="-0.5510 / -1.4967" de_lowest_ev=0.515 multiplicity=3 energy_ha=-4750.31244 charge=0 homo_lumo_gap_ev="7.1 / 6.7" max_force_ha_per_bohr=0.0090
Pd 0.347 -1.609 -0.941
Se -6.036 -0.705 2.368
N -5.406 -1.818 1.124
C -4.137 -1.978 1.366
C -3.256 -2.787 0.535
C -3.711 -3.452 -0.600
C -2.803 -4.116 -1.392
C -1.457 -4.019 -1.071
N -1.003 -3.378 0.002
C -1.892 -2.822 0.839
C -1.374 -2.210 2.079
N -0.104 -2.464 2.405
C 0.379 -1.922 3.509
C -0.363 -1.102 4.356
C -1.678 -0.849 4.034
C -2.207 -1.415 2.878
C -3.603 -1.253 2.499
N -4.446 -0.506 3.154
H -4.765 -3.419 -0.843
H -3.112 -4.654 -2.278
H -0.704 -4.445 -1.725
H 1.414 -2.155 3.741
H 0.087 -0.691 5.250
H -2.311 -0.233 4.659
C 0.044 5.540 -3.357
C -0.471 4.214 -2.868
C -1.718 3.743 -3.270
C -2.200 2.524 -2.819
C -1.428 1.771 -1.947
C -0.180 2.218 -1.532
C 0.287 3.435 -1.996
S -2.007 0.184 -1.427
O -1.695 0.040 -0.010
O -3.395 0.085 -1.790
N -1.108 -0.923 -2.203
C -0.588 -0.603 -3.523
C 0.906 -0.161 -3.461
O 1.382 0.389 -4.435
O 1.504 -0.446 -2.356
H -0.348 5.774 -4.346
H 1.132 5.543 -3.409
H -0.261 6.342 -2.681
H -2.316 4.332 -3.955
H -3.167 2.153 -3.131
H 0.434 1.608 -0.883
H 1.271 3.776 -1.695
H -1.167 0.160 -4.043
H -0.615 -1.507 -4.135
C 2.283 2.306 2.153
C 0.974 1.545 2.193
N 1.053 0.439 1.263
C 2.176 -0.283 1.014
N 2.084 -1.358 0.278
C 3.285 -2.083 -0.112
C 4.508 -1.188 -0.104
C 4.594 -0.515 1.249
N 3.350 0.187 1.527
C 3.408 1.328 2.432
H 2.288 3.102 2.898
H 2.421 2.754 1.167
H 0.135 2.173 1.895
H 0.779 1.197 3.214
H 0.182 0.049 0.924
H 3.126 -2.485 -1.112
H 3.431 -2.934 0.563
H 4.404 -0.431 -0.884
H 5.413 -1.764 -0.300
H 5.400 0.220 1.268
H 4.806 -1.253 2.033
H 4.374 1.812 2.286
H 3.368 0.996 3.477

=====

Record 4
68
Properties=species:S:1:pos:R:3 method="wB97M-V/def2-TZVPD" e_lumo_ev="-3.8643 / -5.3004" de_lowest_ev=0.000 multiplicity=3 energy_ha=-5803.00283 charge=+1 homo_lumo_gap_ev="6.9 / 5.6" max_force_ha_per_bohr=0.0157
W 1.790 1.946 -2.936
S 3.635 3.458 -3.127
As 2.745 3.441 -5.187
S 2.643 1.216 -5.034
S 0.695 3.567 -4.227
S 3.294 4.543 -6.788
C -1.874 1.175 4.049
C -2.599 0.143 3.199
N -2.736 0.579 1.804
C -3.917 1.382 1.475
C -5.183 0.551 1.348
C -1.684 0.425 1.002
O -0.620 -0.089 1.388
C -1.736 0.842 -0.449
C -2.700 0.475 -1.370
C -2.456 0.702 -2.717
C -1.246 1.246 -3.100
N -0.307 1.602 -2.208
C -0.566 1.437 -0.905
H -1.817 0.836 5.083
H -2.397 2.132 4.044
H -0.859 1.327 3.683
H -3.602 -0.044 3.579
H -2.061 -0.803 3.201
H -3.721 1.939 0.561
H -4.032 2.127 2.265
H -5.088 -0.204 0.567
H -6.030 1.192 1.105
H -5.419 0.035 2.279
H -3.612 -0.019 -1.062
H -3.174 0.421 -3.474
H -0.987 1.388 -4.141
H 0.189 1.748 -0.201
S 1.985 -0.530 -2.703
Sb 1.128 -1.010 -0.567
C 2.558 -2.052 0.574
C 3.585 -2.740 -0.062
C 4.512 -3.431 0.704
C 4.414 -3.424 2.089
C 3.393 -2.725 2.718
C 2.461 -2.031 1.962
C 2.468 2.189 -0.902
C 3.364 1.358 -0.220
C 3.703 1.597 1.109
C 3.166 2.684 1.781
C 2.312 3.549 1.110
C 1.984 3.314 -0.217
C -0.505 -2.289 -0.940
C -1.198 -2.875 0.116
C -2.300 -3.674 -0.151
C -2.711 -3.881 -1.461
C -2.019 -3.296 -2.513
C -0.915 -2.495 -2.255
H 3.675 -2.737 -1.142
H 5.314 -3.972 0.219
H 5.142 -3.962 2.681
H 3.326 -2.716 3.798
H 1.674 -1.469 2.452
H 3.822 0.519 -0.731
H 4.395 0.933 1.611
H 3.432 2.871 2.813
H 1.920 4.423 1.614
H 1.343 4.028 -0.729
H -0.884 -2.716 1.141
H -2.837 -4.144 0.663
H -3.570 -4.508 -1.663
H -2.334 -3.470 -3.534
H -0.374 -2.036 -3.073

=====

Record 5
65
Properties=species:S:1:pos:R:3 method="wB97M-V/def2-TZVPD" e_lumo_ev=-2.8031 de_lowest_ev=0.000 multiplicity=1 energy_ha=-1689.42586 charge=0 homo_lumo_gap_ev=4.1 max_force_ha_per_bohr=0.0671
C -4.460 -5.085 1.429
O -3.317 -4.901 2.282
C -2.173 -4.387 1.763
C -1.168 -4.050 2.705
C -0.060 -3.354 2.300
C 0.197 -3.073 0.921
C 1.374 -2.365 0.596
C 1.812 -1.924 -0.682
C 3.211 -1.770 -0.923
C 3.679 -1.324 -2.141
C 2.797 -1.008 -3.183
C 3.354 -0.508 -4.481
C 1.418 -1.146 -2.963
C 0.926 -1.563 -1.736
C -0.738 -3.601 -0.024
C -1.932 -4.172 0.383
H -5.223 -5.468 2.104
H -4.784 -4.131 0.989
H -4.249 -5.815 0.637
H -1.336 -4.328 3.739
H 0.650 -2.997 3.040
H 2.045 -2.169 1.433
H 3.904 -2.034 -0.123
H 4.751 -1.209 -2.317
H 2.559 -0.343 -5.211
H 3.891 0.440 -4.341
H 4.070 -1.226 -4.903
H 0.732 -0.919 -3.783
H -0.151 -1.599 -1.558
H -0.507 -3.558 -1.091
H -2.682 -4.468 -0.350
C -0.150 5.401 -1.869
C 0.522 4.057 -2.071
C -0.169 3.261 -3.162
C 1.999 4.240 -2.373
O 0.579 3.278 -0.794
C -0.589 2.921 -0.224
N -0.317 2.139 0.905
C 0.919 1.730 1.438
C 0.692 0.988 2.571
B 1.794 0.351 3.649
F 1.457 1.016 4.823
F 1.501 -1.020 3.684
F 3.054 0.634 3.148
C -0.735 0.931 2.800
C -1.338 1.635 1.731
C -2.698 1.836 1.609
C -3.529 1.277 2.594
C -2.952 0.577 3.671
C -1.569 0.408 3.791
O -1.708 3.223 -0.619
H 0.349 5.961 -1.068
H -0.063 5.989 -2.796
H -1.212 5.278 -1.632
H 0.304 2.278 -3.283
H -1.234 3.135 -2.932
H -0.078 3.803 -4.116
H 2.489 3.262 -2.455
H 2.158 4.797 -3.303
H 2.476 4.783 -1.547
H 1.840 2.031 0.959
H -3.072 2.405 0.766
H -4.614 1.386 2.528
H -3.599 0.159 4.438
H -1.096 -0.096 4.629

=====

Record 6
74
Properties=species:S:1:pos:R:3 method="wB97M-V/def2-TZVPD" e_lumo_ev="0.0899 / -0.4639" de_lowest_ev=0.000 multiplicity=2 energy_ha=-6765.92859 charge=0 homo_lumo_gap_ev="6.3 / 8.2" max_force_ha_per_bohr=0.0058
Mg 2.174 -0.406 0.018
O -1.988 0.811 6.515
C -1.401 1.889 5.943
O -1.608 2.981 6.395
C -0.497 1.639 4.781
C -0.076 0.374 4.377
C 0.750 0.218 3.280
C 1.189 1.330 2.554
C 0.761 2.601 2.960
C -0.063 2.748 4.058
N 2.044 1.128 1.462
C 3.056 2.004 1.305
C 4.007 1.804 0.288
C 5.089 2.688 0.066
C 5.983 2.423 -0.931
C 5.819 1.270 -1.724
C 4.750 0.450 -1.460
N 3.854 0.689 -0.491
H -1.763 0.009 6.031
H -0.348 -0.521 4.930
H 1.108 -0.763 2.993
H 1.061 3.469 2.388
H -0.398 3.727 4.373
H 3.178 2.839 1.987
H 5.189 3.563 0.695
H 6.814 3.093 -1.110
H 6.509 1.026 -2.518
H 4.583 -0.453 -2.036
F 3.399 -3.807 0.249
Te 1.579 -3.609 0.021
F 1.870 -1.939 1.269
F 1.735 -5.274 -0.911
F 1.338 -4.519 1.648
F 2.377 -1.930 -1.168
O 0.418 0.366 -0.869
F 1.386 2.467 -1.249
B 0.448 1.720 -0.686
F -0.539 2.349 -0.047
C -1.670 -2.111 1.800
Ge -2.567 -0.696 0.783
C -2.696 0.959 1.796
C -4.367 -1.260 0.243
Ge -1.282 -0.392 -1.269
C -0.819 -2.064 -2.137
C -1.592 -3.192 -1.853
C -1.310 -4.418 -2.441
C -0.247 -4.528 -3.325
C 0.516 -3.411 -3.634
C 0.229 -2.187 -3.048
C -2.002 0.866 -2.562
C -2.766 1.952 -2.133
C -3.304 2.843 -3.050
C -3.084 2.655 -4.407
C -2.329 1.577 -4.847
C -1.794 0.685 -3.929
H -2.210 -2.315 2.725
H -0.653 -1.814 2.062
H -1.637 -3.036 1.221
H -3.260 0.774 2.712
H -3.221 1.721 1.219
H -1.712 1.342 2.056
H -5.008 -1.303 1.125
H -4.369 -2.242 -0.227
H -4.796 -0.543 -0.457
H -2.419 -3.125 -1.156
H -1.907 -5.287 -2.197
H -0.005 -5.487 -3.764
H 1.349 -3.497 -4.320
H 0.856 -1.333 -3.273
H -2.934 2.114 -1.074
H -3.893 3.683 -2.706
H -3.504 3.349 -5.124
H -2.161 1.427 -5.905
H -1.220 -0.162 -4.285

=====

Record 7
67
Properties=species:S:1:pos:R:3 method="wB97M-V/def2-TZVPD" e_lumo_ev="-15.1376 / -15.1552" multiplicity=1 energy_ha=-2024.95667 charge=+4 homo_lumo_gap_ev="4.1 / 4.1" max_force_ha_per_bohr=0.0846
C -0.284 3.151 -0.647
N -0.085 1.918 -1.165
N 0.072 1.923 -2.515
C -0.025 3.204 -2.919
C -0.246 4.000 -1.765
B 0.268 0.535 -3.323
N 1.422 -0.410 -2.786
N 1.540 -0.696 -1.458
C 2.616 -1.492 -1.251
C 3.222 -1.670 -2.496
C 2.455 -0.980 -3.435
Pb -0.020 0.181 0.017
N -1.068 -0.291 -3.365
N -1.652 -0.809 -2.230
C -2.808 -1.397 -2.629
C -2.949 -1.272 -4.027
C -1.822 -0.580 -4.451
H -3.526 -1.887 -1.965
H -1.479 -0.251 -5.422
H -3.743 -1.615 -4.665
H 0.545 0.864 -4.434
H 2.531 -0.818 -4.500
H 0.092 3.355 -3.970
H 4.104 -2.233 -2.693
H -0.369 5.043 -1.669
H 2.898 -1.868 -0.258
H -0.462 3.265 0.428
H -0.826 -1.774 -0.095
C -0.202 -1.828 0.882
H 0.584 -2.526 0.568
H 0.427 -1.156 1.493
H -1.019 -2.008 1.592
N -1.844 1.006 0.942
P -1.706 1.413 2.475
C -0.242 2.395 2.964
C 1.015 2.452 2.313
C 2.087 3.167 2.870
C 1.965 3.780 4.122
C 0.746 3.666 4.807
C -0.339 2.978 4.242
C -3.293 2.284 2.639
C -4.499 1.609 2.357
C -5.732 2.260 2.544
C -5.767 3.601 2.962
C -4.559 4.286 3.165
C -3.324 3.646 2.977
C -1.600 0.003 3.611
C -0.347 -0.603 3.834
C -0.216 -1.611 4.792
C -1.322 -2.018 5.547
C -2.565 -1.414 5.319
C -2.714 -0.414 4.345
H 1.194 1.996 1.328
H 3.034 3.233 2.321
H 2.811 4.328 4.561
H 0.637 4.121 5.791
H -1.267 2.880 4.814
H -4.497 0.572 2.010
H -6.669 1.719 2.382
H -6.726 4.109 3.127
H -4.575 5.330 3.483
H -2.389 4.190 3.124
H 0.551 -0.276 3.295
H 0.764 -2.061 4.963
H -1.207 -2.797 6.312
H -3.427 -1.711 5.915
H -3.682 0.065 4.192

=====

Repeat the sixth record exactly.
74
Properties=species:S:1:pos:R:3 method="wB97M-V/def2-TZVPD" e_lumo_ev="0.0899 / -0.4639" de_lowest_ev=0.000 multiplicity=2 energy_ha=-6765.92859 charge=0 homo_lumo_gap_ev="6.3 / 8.2" max_force_ha_per_bohr=0.0058
Mg 2.174 -0.406 0.018
O -1.988 0.811 6.515
C -1.401 1.889 5.943
O -1.608 2.981 6.395
C -0.497 1.639 4.781
C -0.076 0.374 4.377
C 0.750 0.218 3.280
C 1.189 1.330 2.554
C 0.761 2.601 2.960
C -0.063 2.748 4.058
N 2.044 1.128 1.462
C 3.056 2.004 1.305
C 4.007 1.804 0.288
C 5.089 2.688 0.066
C 5.983 2.423 -0.931
C 5.819 1.270 -1.724
C 4.750 0.450 -1.460
N 3.854 0.689 -0.491
H -1.763 0.009 6.031
H -0.348 -0.521 4.930
H 1.108 -0.763 2.993
H 1.061 3.469 2.388
H -0.398 3.727 4.373
H 3.178 2.839 1.987
H 5.189 3.563 0.695
H 6.814 3.093 -1.110
H 6.509 1.026 -2.518
H 4.583 -0.453 -2.036
F 3.399 -3.807 0.249
Te 1.579 -3.609 0.021
F 1.870 -1.939 1.269
F 1.735 -5.274 -0.911
F 1.338 -4.519 1.648
F 2.377 -1.930 -1.168
O 0.418 0.366 -0.869
F 1.386 2.467 -1.249
B 0.448 1.720 -0.686
F -0.539 2.349 -0.047
C -1.670 -2.111 1.800
Ge -2.567 -0.696 0.783
C -2.696 0.959 1.796
C -4.367 -1.260 0.243
Ge -1.282 -0.392 -1.269
C -0.819 -2.064 -2.137
C -1.592 -3.192 -1.853
C -1.310 -4.418 -2.441
C -0.247 -4.528 -3.325
C 0.516 -3.411 -3.634
C 0.229 -2.187 -3.048
C -2.002 0.866 -2.562
C -2.766 1.952 -2.133
C -3.304 2.843 -3.050
C -3.084 2.655 -4.407
C -2.329 1.577 -4.847
C -1.794 0.685 -3.929
H -2.210 -2.315 2.725
H -0.653 -1.814 2.062
H -1.637 -3.036 1.221
H -3.260 0.774 2.712
H -3.221 1.721 1.219
H -1.712 1.342 2.056
H -5.008 -1.303 1.125
H -4.369 -2.242 -0.227
H -4.796 -0.543 -0.457
H -2.419 -3.125 -1.156
H -1.907 -5.287 -2.197
H -0.005 -5.487 -3.764
H 1.349 -3.497 -4.320
H 0.856 -1.333 -3.273
H -2.934 2.114 -1.074
H -3.893 3.683 -2.706
H -3.504 3.349 -5.124
H -2.161 1.427 -5.905
H -1.220 -0.162 -4.285